[1]
ORCA calculation (the ωB97M-V functional and the def2-TZVPD basis) on a molecular structure, C36H41GeN5O2PtS2Se.

```
89
Properties=species:S:1:pos:R:3:mulliken_charge:R:1
Pt 0.4704 -1.3780 -0.2203 2.056
C -0.6744 -0.6768 3.0695 -0.613
O -0.0459 -1.7266 2.3384 0.117
C -0.6895 -2.9882 2.4798 -0.686
C -1.7860 -3.0985 1.4512 -0.506
O -1.2092 -3.0988 0.1346 0.139
C -1.0045 -4.4437 -0.3467 -0.980
H -0.7843 -0.9661 4.1160 0.383
H -1.6560 -0.4232 2.6563 0.218
H -0.0184 0.1882 3.0139 0.027
H -1.0719 -3.1154 3.4953 0.470
H 0.0817 -3.7415 2.3078 0.177
H -2.4533 -2.2368 1.4989 0.091
H -2.3849 -3.9999 1.5896 0.542
H -0.3257 -4.9914 0.3097 0.295
H -0.5803 -4.3799 -1.3424 0.302
H -1.9698 -4.9484 -0.3876 0.345
C 1.2741 2.0980 1.1243 -1.318
Ge 2.0308 0.3106 0.8555 0.884
C 3.3980 0.4136 -0.5538 -0.561
C 3.1078 0.8060 -1.8618 0.113
C 4.1175 0.9603 -2.7982 -0.761
C 5.4390 0.7157 -2.4390 -0.538
C 5.7448 0.3171 -1.1437 -0.813
C 4.7301 0.1545 -0.2076 0.297
C 2.8716 -0.3783 2.4684 1.135
C 3.2038 0.5344 3.4410 -1.063
C 3.8891 0.1489 4.6120 -1.162
C 4.2573 -1.1534 4.7850 -0.801
C 3.9515 -2.1300 3.8031 0.650
C 4.3493 -3.4789 3.9705 -0.825
C 4.0629 -4.4250 3.0267 -0.978
C 3.3440 -4.0587 1.8709 -1.259
C 2.9484 -2.7604 1.6960 0.031
C 3.2379 -1.7473 2.6399 0.221
H 2.1048 2.8035 1.1801 0.506
H 0.6870 2.1706 2.0385 0.365
H 0.6553 2.3853 0.2735 0.294
H 2.0823 1.0034 -2.1589 0.365
H 3.8842 1.2856 -3.8037 0.487
H 6.2305 0.8505 -3.1646 0.473
H 6.7755 0.1501 -0.8568 0.505
H 4.9796 -0.1424 0.8056 0.477
H 2.9535 1.5832 3.3222 0.465
H 4.1222 0.8908 5.3634 0.456
H 4.7988 -1.4591 5.6714 0.449
H 4.8888 -3.7500 4.8693 0.473
H 4.3797 -5.4499 3.1616 0.452
H 3.1036 -4.8110 1.1290 0.550
H 2.3621 -2.5051 0.8096 -0.193
C -5.5063 6.8409 1.0390 -1.372
C -5.2413 5.4034 1.3003 0.831
C -6.0299 4.5740 2.0757 -0.719
C -5.6805 3.2328 2.2402 0.836
N -4.5874 2.7225 1.6342 -0.250
C -3.8367 3.5233 0.9164 0.040
S -2.3921 2.9523 0.1419 -0.067
N -4.1466 4.8394 0.7481 -0.003
C -6.4878 2.3200 3.0888 -1.267
H -6.4291 7.1541 1.5184 0.362
H -5.5893 7.0215 -0.0347 0.398
H -4.6865 7.4516 1.4236 0.388
H -6.9147 4.9757 2.5497 0.444
H -3.5213 5.4052 0.1821 0.318
H -7.5519 2.4392 2.8841 0.416
H -6.3350 2.5780 4.1405 0.333
H -6.1901 1.2876 2.9346 0.287
S 0.8853 -2.3404 -2.2980 -0.469
C 2.5553 -2.7113 -2.6529 0.597
N 3.5789 -2.4501 -1.8176 0.732
C 4.8418 -2.8258 -2.1104 -0.026
C 5.0847 -3.4684 -3.2920 -0.757
C 3.9919 -3.6501 -4.1448 -0.198
N 2.7566 -3.2920 -3.8212 -0.498
H 3.4262 -1.8896 -0.9812 -0.760
H 5.5949 -2.5750 -1.3774 0.550
H 6.0776 -3.7985 -3.5562 0.452
H 4.1160 -4.1004 -5.1228 0.460
Se -1.4611 -0.0814 -1.3179 0.012
C -3.0452 -1.1364 -1.2585 0.805
C -3.2616 -2.0983 -2.2344 -0.450
C -4.4619 -2.7982 -2.1757 -0.492
N -5.3865 -2.5936 -1.2458 -0.508
C -5.1594 -1.6611 -0.3310 -0.489
C -4.0031 -0.8912 -0.2841 -0.563
H -2.5453 -2.3064 -3.0184 0.453
H -4.6813 -3.5579 -2.9174 0.413
H -5.9393 -1.5146 0.4086 0.394
H -3.8732 -0.1338 0.4797 0.611
```

The net charge is +3. The calculation puts the orbital gap (alpha / beta) at 6.46 / 3.54 eV. The value obtained for the total energy is -7213.67480 Eh. The spin multiplicity is 6. As for the LUMO energy (alpha / beta): -0.292 / -0.404 Ha. Its energy above the lowest of the compared OMol25 structures with the same formula, charge and spin is 94.20 kJ/mol. Its HOMO energy (alpha / beta) is -14.415 / -14.542 eV.

[2]
ORCA calculation (the ωB97M-V functional and the def2-TZVPD basis) on 3 unconnected molecules or ions with the total composition C27H43Br2ClF5N2O9 at a distorted geometry.

```
89
Properties=species:S:1:pos:R:3:mulliken_charge:R:1
C -0.2805 -1.3597 2.9959 -1.480
C -0.8225 -0.3307 2.4990 -0.081
C -0.5296 0.2649 1.1598 2.990
C -1.5184 -0.5668 0.2593 -1.431
C -1.1235 -2.0118 -0.0002 -1.553
C 0.9141 0.0466 0.5861 -3.629
C 1.8893 1.2886 0.4196 3.057
C 2.2829 2.0080 1.7517 -0.532
Br 1.9641 1.0023 3.3950 0.160
C 3.7080 2.6676 1.9143 -0.229
C 3.5242 4.0673 2.5114 -1.411
Br 4.8208 1.7894 3.2824 -0.115
C 3.1127 0.7369 -0.3129 0.067
F 3.8593 1.6863 -0.8179 -0.339
F 2.7780 0.0033 -1.3623 -0.312
C 4.1323 -0.1855 0.4987 0.829
F 5.2034 0.4551 0.7252 -0.250
F 4.5358 -1.1822 -0.2543 -0.304
F 3.6579 -0.7243 1.5696 -0.206
C 1.0604 2.2927 -0.4482 0.060
C 1.0282 1.9511 -1.9898 -2.151
N 2.1927 2.2732 -2.7551 -0.281
C 1.6529 3.6930 -0.4603 -1.631
O 1.0061 4.5276 0.4914 -0.045
O 0.3835 5.5585 -0.2500 -0.564
N -0.3898 2.3114 -0.1574 -0.243
C -0.9832 1.7511 1.0919 1.319
O -2.3677 1.6633 0.7747 -0.617
C -0.9215 2.5930 2.3687 -2.043
C -2.1890 3.1974 2.9399 -0.238
C -2.8426 4.2820 2.1029 -1.308
Cl -3.3550 2.0511 3.6152 -0.185
H -0.4266 -1.6715 3.9987 0.427
H 0.3813 -1.9588 2.4189 0.267
H -1.5484 0.1934 3.0852 0.027
H -2.4431 -0.6927 0.7692 0.730
H -1.6344 -0.1288 -0.7274 0.359
H -0.1751 -2.1402 -0.4904 0.349
H -1.2586 -2.6298 0.8622 0.388
H -1.8708 -2.3306 -0.7057 0.313
H 0.7603 -0.2436 -0.4300 0.536
H 1.3688 -0.7772 1.0967 0.492
H 1.6098 2.8136 1.9149 -0.545
H 4.3289 2.7961 1.0489 0.614
H 3.4176 3.9627 3.5709 0.494
H 2.6263 4.5522 2.1637 0.184
H 4.4053 4.6526 2.3752 0.484
H 0.2134 2.5499 -2.3928 0.604
H 0.7444 0.9266 -2.1651 0.622
H 2.1673 3.1822 -3.1846 0.238
H 2.3996 1.6077 -3.4778 0.261
H 1.4654 4.1821 -1.3877 1.114
H 2.7034 3.6911 -0.2524 0.090
H -0.3800 5.8308 0.2799 0.335
H -0.8946 1.7854 -0.8773 1.104
H -0.7430 3.2636 -0.2863 1.060
H -2.6556 2.4234 0.2568 0.576
H -0.4125 2.1224 3.1784 0.470
H -0.3144 3.4635 2.1592 0.381
H -1.8357 3.7360 3.7923 0.751
H -3.3416 4.9412 2.7801 0.487
H -3.5441 3.8959 1.3899 0.302
H -2.0423 4.8494 1.6522 0.202
C 3.2906 -3.5015 -1.6265 -1.315
C 2.5276 -4.7599 -1.9320 0.458
C 2.7313 -5.2937 -3.3307 -0.491
O 1.4839 -5.9481 -3.5886 -0.346
C 0.5426 -5.3384 -2.8355 0.579
O -0.6223 -5.4958 -2.9579 -0.518
O 1.1121 -4.5135 -1.9218 -0.217
H 3.1436 -3.2087 -0.5888 0.257
H 4.3576 -3.6385 -1.7969 0.449
H 2.9341 -2.6757 -2.2433 0.222
H 2.7424 -5.5263 -1.1837 0.271
H 3.5559 -5.9974 -3.4005 0.322
H 2.8702 -4.5046 -4.0734 0.331
C -6.3409 -4.8299 -2.0266 -1.487
C -5.8733 -3.4438 -1.6618 0.507
C -4.4316 -3.1606 -2.0136 -0.621
O -4.0594 -2.1949 -1.0094 -0.174
C -4.8515 -2.4151 0.0726 0.575
O -4.6672 -1.9246 1.1388 -0.516
O -5.8611 -3.2575 -0.2309 -0.376
H -7.3998 -4.9468 -1.8001 0.365
H -6.1902 -5.0241 -3.0879 0.377
H -5.8057 -5.5811 -1.4461 0.366
H -6.5415 -2.6933 -2.0922 0.251
H -4.3115 -2.7433 -3.0100 0.351
H -3.7897 -4.0321 -1.9134 0.360
```

The net charge is +1. The calculation puts the orbital gap at 8.56 eV. The value obtained for the total energy is -7948.41578 Eh. As for the LUMO energy: -0.106 Ha. Its HOMO energy is -11.450 eV.

[3]
ORCA calculation (the ωB97M-V functional and the def2-TZVPD basis) on a molecular structure, C27H21CdN7O4S at a distorted geometry.

```
61
Properties=species:S:1:pos:R:3:mulliken_charge:R:1
Cd -0.3729 -0.1808 -0.2202 1.086
C -0.0573 -0.0760 4.3567 -0.392
C -0.5250 -0.1372 3.0476 -0.140
N 0.3139 -0.1179 2.0260 -0.054
C 1.6328 -0.0487 2.2704 0.303
C 2.0740 0.0130 3.5971 -0.147
N 1.2397 0.0016 4.6182 -0.611
C 2.5105 -0.0342 1.0889 -0.070
C 3.8974 -0.1532 1.1466 -0.513
C 4.6357 -0.1006 -0.0359 0.909
C 3.9410 0.0166 -1.2433 -0.531
C 2.5515 0.0948 -1.2220 0.882
N 1.8756 0.1002 -0.0768 0.073
C 1.7110 0.1589 -2.4307 -0.032
C 2.1071 -0.2907 -3.6896 -0.558
N 1.2654 -0.3432 -4.7075 -0.611
C 0.0278 0.0756 -4.5040 -0.288
C -0.3746 0.5854 -3.2714 -0.222
N 0.4615 0.6115 -2.2469 -0.517
C 6.1057 -0.1503 -0.0144 0.454
C 6.8606 0.6307 -0.8912 -0.514
C 8.2429 0.5604 -0.8254 -0.402
N 8.8946 -0.2099 0.0260 -0.606
C 8.1850 -0.9503 0.8592 -0.411
C 6.7989 -0.9600 0.8849 -0.536
H -0.7222 -0.0765 5.2078 0.407
H -1.5776 -0.2001 2.8045 0.359
H 3.1173 0.0926 3.8638 0.371
H 4.4048 -0.2608 2.0928 0.434
H 4.4818 0.0416 -2.1757 0.544
H 3.1042 -0.6561 -3.8958 0.367
H -0.6576 -0.0128 -5.3337 0.431
H -1.3737 0.9659 -3.0980 0.492
H 6.3844 1.2963 -1.5939 0.476
H 8.8629 1.1484 -1.4888 0.376
H 8.7594 -1.5663 1.5372 0.374
H 6.2735 -1.6046 1.5728 0.462
C -1.7004 -8.2654 -2.0103 -1.400
C -1.7154 -6.7732 -1.8662 0.976
C -1.4487 -5.9404 -2.9468 -0.836
C -1.4172 -4.5665 -2.7903 -0.692
C -1.6552 -4.0112 -1.5469 -0.291
C -1.9402 -4.8171 -0.4611 -0.341
C -1.9749 -6.1907 -0.6269 -0.709
S -1.3999 -2.2404 -1.3829 2.154
O 0.0713 -2.1268 -1.3872 -0.652
O -2.0350 -1.5815 -2.5040 -0.677
N -1.8655 -1.7153 0.0455 -0.626
C -3.1638 -1.0982 0.0973 -0.641
C -3.1028 0.4805 0.1698 0.454
O -4.1030 1.0586 0.5519 -0.713
O -2.0155 1.0291 -0.1907 -1.021
H -1.4374 -8.5635 -3.0217 0.341
H -2.6714 -8.6905 -1.7606 0.328
H -0.9687 -8.6989 -1.3310 0.330
H -1.2469 -6.3687 -3.9176 0.293
H -1.1950 -3.9121 -3.6194 0.438
H -2.1162 -4.3613 0.5032 0.433
H -2.1894 -6.8248 0.2213 0.391
H -3.7176 -1.4528 0.9739 0.391
H -3.7363 -1.3278 -0.8080 0.425
```

The calculation puts the orbital gap at 6.54 eV. The value obtained for the total energy is -2291.69899 Eh. As for the LUMO energy: -0.052 Ha. Its energy above the lowest of the compared OMol25 structures with the same formula, charge and spin is 65.35 kJ/mol. Its HOMO energy is -7.969 eV.